# 1
Formula: C22H22N4O3STi
Source: the Open Molecules 2025 dataset
Level of theory: ωB97M-V/def2-TZVPD

Output
Gap between HOMO and LUMO (Eh): 0.2359
Energy above the lowest of the compared OMol25 structures with the same formula, charge and spin (kcal per mole): 7.1
E_HOMO (eV): -13.87
E_tot (eV): -69213.09087
E_LUMO (eV): -7.4

The geometry in ORCA input format:
```
! wB97M-V def2-TZVPD RIJCOSX def2/J DEFGRID3
* xyz 2 1
Ti 0.05523 0.18459 0.42955
O -3.79291 1.25955 0.42074
C -2.60575 1.17183 0.27905
N -1.83090 0.02503 0.32754
C -2.38866 -1.27396 0.21214
C -3.71914 -1.62729 0.03283
C -4.03408 -2.96289 -0.17263
C -3.04270 -3.93329 -0.20586
C -1.71093 -3.59450 -0.02481
C -1.38708 -2.26341 0.19415
N -0.10080 -1.68969 0.29661
C 1.06398 -2.42077 0.40819
O 1.17583 -3.57301 0.73055
C 2.25446 -1.56473 0.05370
C 3.51881 -2.11403 0.00906
C 4.57572 -1.31460 -0.40509
C 4.31087 -0.00421 -0.77826
C 3.01639 0.47396 -0.70148
N 1.99168 -0.28040 -0.27967
C -1.74715 2.37033 -0.03010
C -2.31670 3.60715 -0.25050
C -1.49194 4.66789 -0.59529
C -0.12372 4.44560 -0.69359
C 0.37121 3.18147 -0.44999
N -0.41883 2.14156 -0.13185
H -4.49343 -0.87826 0.05432
H -5.06757 -3.24690 -0.31370
H -3.31161 -4.96563 -0.38243
H -0.94378 -4.35327 -0.04924
H 3.64279 -3.15507 0.27349
H 5.58329 -1.70503 -0.45246
H 5.09580 0.64666 -1.13638
H 2.79660 1.48607 -1.01068
H -3.39001 3.70215 -0.15843
H -1.90659 5.64870 -0.78588
H 0.55558 5.24334 -0.95776
H 1.43553 2.99924 -0.50610
C -0.13695 -2.74018 4.20601
C -0.51833 -1.32276 3.79510
S 0.99590 -0.35909 3.45426
O 0.62776 0.44185 2.14778
C 0.93843 0.95986 4.70762
C -0.28725 1.86050 4.61273
H -1.04259 -3.30089 4.43267
H 0.48055 -2.74265 5.10503
H 0.39322 -3.26216 3.40913
H -1.08651 -0.81487 4.57285
H -1.07457 -1.30344 2.85741
H 1.86694 1.50785 4.54392
H 1.00801 0.45218 5.67108
H -0.60352 2.00204 3.58125
H -0.03236 2.84014 5.01293
H -1.12481 1.47705 5.19149
*
```

# 2
Formula: C15H28BCl2F7O3SSi2
Source: the Open Molecules 2025 dataset
Level of theory: ωB97M-V/def2-TZVPD

Output
Gap between HOMO and LUMO (Eh): 0.3438
E_HOMO (eV): -9.64
E_tot (eV): -93489.24059
E_LUMO (eV): -0.3

The geometry in ORCA input format:
```
! wB97M-V def2-TZVPD RIJCOSX def2/J DEFGRID3
* xyz 0 1
C 3.87181 -0.01110 2.52055
C 4.57583 0.93375 1.44883
C 4.05915 0.65733 -0.03856
C 2.63400 1.33048 -0.26055
O 1.49702 0.51607 0.12183
Si 1.07326 -0.70210 -1.02815
S 2.30438 -0.68811 -2.83235
O -0.55880 -0.69458 -1.55136
Si -1.64214 0.17368 -0.54595
C -1.44780 -0.08996 1.33110
C -1.84653 1.17252 2.25138
C -0.80240 2.39941 2.12016
Cl -3.59444 1.67970 2.10983
C -1.85410 2.03238 -1.05460
C -0.48307 2.80998 -1.26792
C -0.86108 4.39503 -1.31388
Cl 0.26149 2.47139 -2.93789
C -3.39835 -0.58423 -0.99286
F -4.46272 0.26769 -0.64872
F -3.38892 -0.62567 -2.42900
C -3.58387 -2.09846 -0.51877
F -2.35940 -2.71262 -0.15247
F -4.01839 -2.83946 -1.64932
C -4.70608 -2.33362 0.58985
F -4.62610 -3.64566 1.06419
F -5.94074 -2.24092 -0.07133
F -4.70622 -1.41389 1.62114
B 1.50513 -2.44222 -0.17767
O 2.60766 -2.44984 0.76363
C 0.74123 -3.82964 -0.49444
C 0.23159 -4.00128 -1.99957
H 4.33129 -1.05632 2.50036
H 2.75512 -0.14775 2.30895
H 3.96212 0.37093 3.58366
H 5.69462 0.74695 1.45583
H 4.38068 2.01949 1.71258
H 4.09593 -0.45966 -0.21150
H 4.83304 1.11586 -0.75088
H 2.54432 1.77625 -1.31351
H 2.60891 2.24732 0.43380
H 2.31219 0.57974 -3.37803
H -0.42883 -0.42328 1.69444
H -2.17806 -0.92062 1.64267
H -1.71282 0.80061 3.32681
H -0.70660 2.82438 3.18020
H -1.29512 3.23729 1.51667
H 0.19816 2.08358 1.69839
H -2.43808 2.02728 -2.04302
H -2.48458 2.61510 -0.31800
H 0.26428 2.71410 -0.42852
H -0.54672 4.87526 -2.28969
H -1.98652 4.52989 -1.14818
H -0.37131 4.91984 -0.41871
H 3.36080 -2.92671 0.34601
H 1.51207 -4.66642 -0.31932
H -0.05515 -3.97642 0.30215
H 1.11761 -4.25075 -2.65913
H -0.41219 -3.15675 -2.38776
H -0.43656 -4.93523 -2.01337
*
```

# 3
Formula: C19H30F2N3O5PSV
Source: the Open Molecules 2025 dataset
Level of theory: ωB97M-V/def2-TZVPD

Output
Gap between HOMO and LUMO (alpha / beta) (Eh): 0.2532 / 0.3012
Expectation value of S²: 3.7661
E_HOMO (alpha / beta) (eV): -6.26 / -7.58
E_tot (eV): -86145.86486
E_LUMO (alpha / beta) (eV): 0.6 / 0.6

The geometry in ORCA input format:
```
! wB97M-V def2-TZVPD RIJCOSX def2/J DEFGRID3
* xyz 0 4
V -0.68930 -0.12881 -0.13512
O -1.74610 -2.94793 -3.13468
C -1.30055 -3.31702 -1.92671
O -2.00012 -3.79801 -1.07435
C 0.19858 -3.08199 -1.80155
O 0.54623 -1.72484 -1.60487
C 0.51652 -0.92938 -2.80626
C -0.78531 -0.13982 -2.95818
O -0.92651 0.50943 -3.99860
O -1.59431 -0.18544 -1.97918
H -2.71472 -2.96885 -3.12059
H 0.67865 -3.46016 -2.70899
H 0.55948 -3.63844 -0.93937
H 0.67138 -1.55565 -3.68591
H 1.32313 -0.20591 -2.71549
C -3.23945 -3.86638 2.69498
C -3.83399 -2.88714 1.68040
C -2.81441 -2.02311 1.10091
N -2.01382 -1.34331 0.63365
H -4.02816 -4.48923 3.11403
H -2.75408 -3.33242 3.51156
H -2.50459 -4.51238 2.21654
H -4.58732 -2.24850 2.14547
H -4.31794 -3.42518 0.86378
C 0.16069 0.20092 3.39647
P 0.70302 -0.51135 1.79783
C 0.84928 -2.27907 2.25249
C 2.43668 0.04386 1.70076
C 3.52796 -0.81810 1.70930
C 4.81901 -0.32500 1.56348
C 5.03123 1.03484 1.40618
C 3.94631 1.90285 1.38292
C 2.66061 1.40862 1.51746
H 0.30236 1.28135 3.37843
H 0.72032 -0.21876 4.23357
H -0.90595 0.00948 3.52001
H 1.51027 -2.43734 3.10582
H 1.20499 -2.85909 1.40039
H -0.14996 -2.63800 2.50243
H 3.38274 -1.88372 1.83106
H 5.65895 -1.00797 1.57379
H 6.03698 1.41848 1.29280
H 4.10518 2.96494 1.24406
H 1.81391 2.08237 1.45177
C -0.47724 3.71339 -3.68982
N -1.30066 2.99020 -2.73855
C -1.41356 3.24221 -1.45841
S -2.69649 2.44261 -0.59516
N -0.64023 4.14127 -0.82573
C 0.80498 4.30110 -1.02971
H -0.83900 3.46970 -4.68449
H 0.56932 3.41837 -3.62362
H -0.57166 4.78561 -3.52327
H -1.68898 2.10895 -3.07601
H -0.96018 4.30473 0.11449
H 1.02668 4.97730 -1.85373
H 1.25687 3.32422 -1.18917
H 1.21045 4.73884 -0.11962
F 0.57467 1.19321 -0.89975
C -1.68737 1.52786 0.70914
F -2.62850 1.35797 1.76067
H -0.99696 2.29360 1.09024
*
```

# 4
Formula: C31H43Cl2OP3PtS
Source: the Open Molecules 2025 dataset
Level of theory: ωB97M-V/def2-TZVPD

Output
Gap between HOMO and LUMO (alpha / beta) (Eh): 0.2061 / 0.1264
Energy above the lowest of the compared OMol25 structures with the same formula, charge and spin (kcal per mole): 0.0
Expectation value of S²: 6.0265
E_HOMO (alpha / beta) (eV): -10.38 / -12.62
E_tot (eV): -101866.29002
E_LUMO (alpha / beta) (eV): -4.8 / -9.2

The geometry in ORCA input format:
```
! wB97M-V def2-TZVPD RIJCOSX def2/J DEFGRID3
* xyz 2 5
P -6.24446 0.95205 -0.51040
C -7.16071 2.26141 0.38472
C -7.97443 3.21770 -0.24586
H -8.05983 3.24151 -1.33339
C -8.68910 4.13920 0.52690
H -9.34283 4.85720 0.02869
C -8.57320 4.13303 1.92146
H -9.15097 4.84537 2.52048
C -7.72041 3.21316 2.54724
H -7.62049 3.21225 3.63275
C -7.00516 2.29111 1.78668
H -6.33006 1.57651 2.26280
C -6.43759 1.46758 -2.25828
C -5.51351 2.41566 -2.74586
H -4.71115 2.76510 -2.09190
C -5.64692 2.91555 -4.03919
H -4.95016 3.67347 -4.40137
C -6.67720 2.45788 -4.87019
H -6.79110 2.86272 -5.88109
C -7.56485 1.48082 -4.40470
H -8.36450 1.10889 -5.04854
C -7.44281 0.97622 -3.10715
H -8.13331 0.20673 -2.75782
C -7.39144 -0.47104 -0.38661
C -8.71854 -0.36268 0.06298
H -9.10838 0.59453 0.41043
C -9.54692 -1.48798 0.05724
H -10.58322 -1.38982 0.38671
C -9.05704 -2.72554 -0.37473
H -9.71745 -3.59717 -0.40149
C -7.71894 -2.84548 -0.77245
H -7.33141 -3.81118 -1.09995
C -6.87799 -1.73343 -0.75802
H -5.82628 -1.83034 -1.03569
Pt -0.01243 -0.01046 -0.02693
C 0.11822 -0.84373 -1.89255
C -0.86469 -0.78010 -2.81834
H 1.05573 -1.35652 -2.15336
C -2.20036 -0.20248 -2.39555
O -3.19928 -1.24776 -2.46963
H -4.06214 -0.91069 -2.15442
C -2.03328 0.23912 -0.99959
H -2.48179 0.63192 -3.06052
C -2.14170 0.26778 0.25233
Cl 2.38749 -0.22635 -0.09388
Cl 0.02405 1.04974 2.17554
P 0.60041 2.22032 -0.57461
C 2.04361 2.95207 0.28900
H 2.94048 2.38716 0.02565
H 1.87703 2.88231 1.36628
H 2.13318 3.99787 -0.02315
C 1.01795 2.46342 -2.32953
H 0.17323 2.17839 -2.96473
H 1.88221 1.83966 -2.57715
H 1.25779 3.52304 -2.48002
C -0.72900 3.42445 -0.24686
H -0.96333 3.40248 0.82202
H -1.62413 3.16858 -0.82242
H -0.36569 4.41715 -0.53846
P -0.71208 -1.52881 -4.46313
C 1.01878 -1.67988 -4.87099
C -1.52031 -0.48233 -5.68605
H 1.52306 -2.31968 -4.13594
H 1.49036 -0.68788 -4.87992
H 1.09574 -2.13391 -5.86948
H -2.57506 -0.33083 -5.41409
H -1.45652 -0.99070 -6.66098
H -1.00336 0.48677 -5.74240
C -1.48127 -3.15274 -4.43555
H -0.87189 -3.82491 -3.81724
H -1.53954 -3.54342 -5.46208
H -2.48427 -3.05841 -3.99999
H -2.75141 0.47096 1.11709
C -0.24949 -3.91115 1.25624
S -0.38652 -2.17259 1.72446
C 1.22018 -2.16953 2.55752
H -0.89866 -4.10202 0.40394
H -0.52517 -4.53016 2.11779
H 0.78509 -4.10992 0.97494
H 1.09222 -2.70782 3.50117
H 1.92013 -2.70052 1.89863
H 1.55632 -1.14817 2.73963
*
```

Taking the records one at a time from the top gives strongest force on any atom values of 0.0263, 0.0565, 0.0307, 0.0650 hartree/bohr.